ORCA calculation (the ωB97M-V functional and the def2-TZVPD basis) on 12 unconnected molecules or ions with the total composition C31H86O17 in a non-equilibrium geometry.

The total energy comes out at -2511.62671 Eh. The value obtained for the HOMO energy is -9.498 eV. As for the SMILES: CC(C)O.CC(C)O.CC(C)O.CC(C)O.CC(C)O.CC(C)O.CC(C)O.OCCO.OCCO.OCCO.OCCO.OCCO. As for the net charge: 0. The calculation puts the relative energy (zero: lowest compared OMol25 entry of this formula, charge and spin) at 63.77 kcal per mole.

CARTESIAN COORDINATES (ANGSTROEM)
C (4.77, 4.78, 3.84)
C (3.80, 3.86, 3.14)
C (2.39, 3.70, 3.70)
O (3.67, 4.33, 1.80)
H (5.03, 4.45, 4.85)
H (4.35, 5.78, 3.84)
H (5.72, 4.74, 3.29)
H (4.30, 2.89, 3.11)
H (1.87, 2.91, 3.16)
H (1.94, 4.68, 3.84)
H (2.42, 3.23, 4.69)
H (3.09, 3.75, 1.29)
C (-3.58, 2.85, 2.18)
C (-4.51, 3.37, 1.09)
C (-3.88, 4.37, 0.11)
O (-5.26, 2.32, 0.50)
H (-2.82, 2.13, 1.86)
H (-4.20, 2.52, 3.02)
H (-3.10, 3.68, 2.69)
H (-5.36, 3.92, 1.51)
H (-4.67, 4.78, -0.51)
H (-3.05, 3.79, -0.31)
H (-3.35, 5.19, 0.60)
H (-4.72, 1.78, -0.11)
C (-4.01, 0.16, -3.63)
C (-4.04, 1.50, -2.87)
C (-5.37, 2.20, -3.06)
O (-3.78, 1.29, -1.50)
H (-2.99, -0.23, -3.62)
H (-4.31, 0.32, -4.67)
H (-4.75, -0.48, -3.17)
H (-3.34, 2.21, -3.31)
H (-5.60, 2.80, -2.18)
H (-6.26, 1.58, -3.18)
H (-5.25, 2.79, -3.97)
H (-2.90, 0.91, -1.37)
C (-4.08, -4.00, 2.22)
C (-3.95, -3.44, 0.81)
C (-4.62, -2.08, 0.63)
O (-2.54, -3.37, 0.49)
H (-3.57, -3.38, 2.96)
H (-3.68, -5.02, 2.18)
H (-5.15, -4.17, 2.38)
H (-4.34, -4.22, 0.15)
H (-4.38, -1.59, -0.31)
H (-4.16, -1.48, 1.42)
H (-5.69, -2.23, 0.74)
H (-2.36, -2.45, 0.26)
C (-0.88, -4.19, -2.18)
C (-1.89, -4.15, -3.29)
C (-3.18, -3.44, -2.92)
O (-1.27, -3.50, -4.42)
H (0.07, -4.66, -2.47)
H (-1.22, -4.58, -1.23)
H (-0.63, -3.14, -2.00)
H (-2.10, -5.17, -3.62)
H (-3.97, -3.35, -3.67)
H (-3.03, -2.48, -2.41)
H (-3.74, -4.01, -2.17)
H (-0.62, -4.10, -4.79)
C (0.43, -5.16, 2.11)
C (1.27, -4.87, 0.85)
C (1.39, -3.36, 0.61)
O (2.55, -5.44, 1.06)
H (-0.59, -4.78, 1.98)
H (0.78, -4.58, 2.97)
H (0.33, -6.21, 2.37)
H (0.81, -5.35, -0.02)
H (0.52, -2.74, 0.81)
H (1.60, -3.19, -0.45)
H (2.17, -2.92, 1.23)
H (2.53, -6.12, 1.72)
C (0.18, 4.84, 0.52)
C (0.86, 4.10, -0.61)
C (1.77, 4.93, -1.51)
O (1.81, 3.23, 0.13)
H (-0.36, 4.13, 1.15)
H (-0.71, 5.38, 0.18)
H (0.88, 5.41, 1.13)
H (0.16, 3.58, -1.26)
H (1.05, 5.52, -2.08)
H (2.30, 4.37, -2.28)
H (2.40, 5.58, -0.90)
H (1.23, 2.61, 0.58)
C (-0.56, 0.80, -0.41)
C (0.10, -0.01, 0.71)
O (0.68, 0.75, 1.74)
O (-1.25, -0.08, -1.27)
H (0.24, 1.24, -1.02)
H (-1.23, 1.60, -0.09)
H (0.86, -0.55, 0.15)
H (-0.70, -0.61, 1.16)
H (0.92, 0.17, 2.47)
H (-0.69, -0.20, -2.05)
C (0.08, 0.47, 6.25)
C (0.41, -0.61, 5.22)
O (1.38, -0.12, 4.29)
O (1.00, 0.33, 7.38)
H (-0.93, 0.21, 6.59)
H (0.17, 1.48, 5.86)
H (-0.49, -0.76, 4.62)
H (0.67, -1.53, 5.75)
H (2.09, 0.36, 4.71)
H (1.86, 0.53, 7.00)
C (3.75, 1.87, -4.03)
C (3.22, 1.27, -2.72)
O (3.94, 0.09, -2.37)
O (4.91, 2.66, -3.90)
H (2.98, 2.52, -4.44)
H (3.82, 1.00, -4.69)
H (2.22, 0.84, -2.90)
H (3.17, 1.89, -1.82)
H (3.57, -0.64, -2.88)
H (5.42, 2.29, -3.17)
C (4.55, -1.47, 0.79)
C (4.80, -2.51, 1.93)
O (6.00, -2.30, 2.65)
O (5.54, -1.49, -0.25)
H (4.64, -0.51, 1.33)
H (3.60, -1.46, 0.27)
H (4.79, -3.44, 1.36)
H (3.93, -2.53, 2.59)
H (6.59, -1.81, 2.05)
H (5.22, -1.07, -1.06)
C (0.75, -1.11, -4.79)
C (1.71, -2.26, -4.48)
O (2.52, -2.05, -3.28)
O (-0.20, -0.99, -3.78)
H (0.13, -1.47, -5.61)
H (1.12, -0.11, -4.99)
H (2.45, -2.28, -5.29)
H (1.32, -3.27, -4.39)
H (2.96, -2.91, -3.20)
H (-0.65, -1.85, -3.68)